Molecular formula: C25H25F3N3O3Re
Method: DFT, ωB97M-V with the def2-TZVPD basis set

Its expectation value of S² is 3.7727. For the total energy, the calculation gives -1735.346736 Eh. The energy relative to the best compared isomer or geometry (same formula, charge and spin) is 16.5 kJ/mol. Its HOMO energy (spin up / spin down) is -11.144 / -11.474 eV. The value obtained for the gap between HOMO and LUMO (spin up / spin down) is 7.563 / 7.068 eV.

The geometry in ORCA input format:
```
! wB97M-V def2-TZVPD RIJCOSX def2/J DEFGRID3
* xyz 1 4
Re 0.2976 -0.7075 -0.4533
C 6.6248 0.6666 1.9088
C 6.2258 -0.6250 2.5670
C 7.0737 -1.2770 3.4540
C 6.7064 -2.4653 4.0649
C 5.4780 -3.0383 3.7775
C 4.6211 -2.4189 2.8831
C 4.9867 -1.2098 2.2943
N 4.1533 -0.5607 1.3378
C 2.8086 -0.5446 1.2848
N 2.1383 -0.7808 2.4138
C 0.7457 -0.7753 2.6346
C -0.1664 -0.7530 1.5754
C -1.5292 -0.7738 1.8949
C -1.9632 -0.7961 3.2054
C -1.0325 -0.8245 4.2336
C 0.3289 -0.8174 3.9709
C 1.3299 -0.8635 5.0961
N 2.1840 -0.2202 0.1505
C 3.0098 0.1599 -0.9734
C 3.4510 -0.8248 -1.8555
C 4.1634 -0.4705 -2.9868
C 4.4365 0.8683 -3.2260
C 4.0230 1.8400 -2.3268
C 3.3109 1.5114 -1.1764
C 2.9095 2.5621 -0.1797
H 7.5630 1.0310 2.3199
H 5.8674 1.4389 2.0574
H 6.7635 0.5365 0.8307
H 8.0415 -0.8411 3.6676
H 7.3834 -2.9487 4.7561
H 5.1904 -3.9758 4.2338
H 3.6874 -2.8956 2.6133
H 4.6217 -0.1808 0.5280
H 2.7084 -0.9354 3.2312
H -2.2615 -0.7707 1.0951
H -3.0214 -0.8075 3.4285
H -1.3641 -0.8575 5.2636
H 0.8150 -0.8891 6.0532
H 1.9801 0.0152 5.0931
H 1.9536 -1.7611 5.0414
H 3.2024 -1.8608 -1.6516
H 4.4892 -1.2334 -3.6805
H 4.9765 1.1581 -4.1176
H 4.2516 2.8815 -2.5162
H 3.0448 3.5561 -0.6007
H 3.5172 2.4924 0.7266
H 1.8678 2.4533 0.1140
F 0.9364 1.2750 -4.8267
C 0.1995 1.6999 -3.8052
F -1.0807 1.7407 -4.1830
F 0.5892 2.9308 -3.4730
C 0.3452 0.7450 -2.6045
O 0.5777 -0.4574 -2.7920
O 0.1961 1.2351 -1.4399
C -0.9908 -3.5504 -1.0157
O -0.7123 -2.2139 -0.6804
H -2.0301 -3.7806 -0.7800
H -0.3484 -4.2197 -0.4412
H -0.8220 -3.7263 -2.0802
*
```

***

Molecular formula: C39H100N20O12
Method: DFT, ωB97M-V with the def2-TZVPD basis set

For the total energy, the calculation gives -3543.765198 Eh. As for the SMILES: CC1(C)CCCC(C)(C)N1O.CC1(C)CCCC(C)(C)N1O.CC1(C)CCCC(C)(C)N1O.COC[C@H](C)N.NC(N)=O.NC(N)=O.NC(N)=O.NC(N)=O.NC(N)=O.NC(N)=O.NC(N)=O.NC(N)=O. Its HOMO energy is -7.902 eV. The value obtained for the gap between HOMO and LUMO is 7.631 eV.

The geometry in ORCA input format:
```
! wB97M-V def2-TZVPD RIJCOSX def2/J DEFGRID3
* xyz 0 1
C -35.3748 -30.0885 -27.6618
C -35.0064 -31.1293 -26.5585
C -34.1097 -32.2648 -27.1158
C -32.6264 -31.9778 -27.1630
C -32.2177 -31.6234 -25.6868
C -32.9625 -30.4280 -25.0518
N -34.4270 -30.5090 -25.3543
O -35.1792 -29.4199 -24.7720
C -32.5776 -30.4582 -23.5917
C -32.3077 -29.3040 -25.8029
C -36.3579 -31.6662 -26.0973
H -36.1890 -29.4155 -27.3932
H -35.6440 -30.5379 -28.6177
H -34.5515 -29.4757 -28.0289
H -34.2544 -33.1088 -26.4414
H -34.4420 -32.4653 -28.1344
H -32.1870 -31.2390 -27.8332
H -32.1037 -32.9112 -27.3722
H -31.1495 -31.4156 -25.6254
H -32.4170 -32.5132 -25.0896
H -31.4955 -30.4565 -23.4608
H -32.9464 -29.5737 -23.0724
H -32.9299 -31.3043 -23.0016
H -32.6069 -29.2581 -26.8500
H -32.4787 -28.3461 -25.3117
H -31.2362 -29.4602 -25.9283
H -36.8484 -31.9979 -27.0124
H -37.0306 -30.9986 -25.5590
H -36.4185 -32.5303 -25.4356
H -35.5325 -29.8736 -24.0034
C -33.6340 -22.1774 -31.1118
C -32.9580 -20.9552 -30.4450
C -31.6435 -21.4357 -29.7753
C -30.4894 -21.5281 -30.6888
C -30.2717 -20.2577 -31.3982
C -31.5409 -19.7059 -32.1451
N -32.6766 -19.8634 -31.3428
O -33.8275 -19.2658 -31.8702
C -31.4091 -18.2471 -32.4711
C -31.6185 -20.5402 -33.4200
C -33.9265 -20.5220 -29.3172
H -32.9254 -22.8570 -31.5852
H -34.4210 -21.9586 -31.8335
H -34.2094 -22.7141 -30.3575
H -31.3218 -20.7987 -28.9513
H -31.7904 -22.4591 -29.4299
H -30.6238 -22.2526 -31.4919
H -29.6071 -21.9029 -30.1699
H -29.5695 -20.5973 -32.1596
H -29.8122 -19.3943 -30.9169
H -30.4580 -18.0645 -32.9714
H -32.1238 -18.0740 -33.2756
H -31.4357 -17.4614 -31.7160
H -30.7630 -20.1981 -34.0024
H -31.6727 -21.6230 -33.3077
H -32.4524 -20.1940 -34.0307
H -34.9581 -20.3236 -29.6080
H -33.4696 -19.6135 -28.9246
H -33.8483 -21.1705 -28.4446
H -34.1057 -19.7936 -32.6223
C -38.9505 -17.9541 -41.4807
C -37.9627 -16.9782 -42.2263
C -38.9730 -15.6968 -42.4236
C -38.0780 -14.5416 -42.9837
C -36.8347 -14.2436 -42.1421
C -36.0021 -15.4735 -41.8206
N -36.8636 -16.6638 -41.4636
O -36.1721 -17.7123 -40.8580
C -35.0274 -15.8977 -42.9231
C -35.2771 -15.1472 -40.4520
C -37.5102 -17.6574 -43.5764
H -39.7982 -18.2319 -42.1071
H -39.3008 -17.5046 -40.5515
H -38.4608 -18.9050 -41.2709
H -39.7881 -15.8731 -43.1254
H -39.2463 -15.3669 -41.4213
H -38.7792 -13.7090 -43.0400
H -37.8986 -14.7958 -44.0283
H -37.2219 -13.6601 -41.3067
H -36.0775 -13.6292 -42.6291
H -34.3675 -15.0571 -43.1378
H -34.2871 -16.5542 -42.4659
H -35.3292 -16.4791 -43.7943
H -34.3773 -15.7623 -40.4436
H -34.9426 -14.1130 -40.3707
H -35.6856 -15.4160 -39.4778
H -36.5218 -18.1130 -43.5172
H -37.4142 -16.9062 -44.3604
H -38.2675 -18.3547 -43.9347
H -36.4561 -17.6135 -39.9464
C -28.1434 -17.9395 -40.5721
O -27.9643 -17.3940 -39.5795
N -28.6249 -19.1458 -40.5722
N -27.7101 -17.5299 -41.7158
H -28.6847 -19.5359 -39.6425
H -28.4921 -19.7148 -41.3960
H -27.5895 -16.5279 -41.7560
H -28.0422 -17.9726 -42.5606
C -39.8566 -20.1213 -34.9893
O -38.7702 -20.0903 -35.5545
N -40.6500 -19.1110 -34.7034
N -40.2671 -21.0920 -34.2704
H -41.3566 -19.2397 -33.9933
H -40.4589 -18.1922 -35.0768
H -41.2174 -21.0452 -33.9316
H -39.7896 -21.9817 -34.2466
C -22.6461 -18.2928 -34.7310
O -21.8872 -18.7825 -33.9339
N -23.2848 -17.1702 -34.5208
N -23.1220 -18.8879 -35.7880
H -23.0494 -16.6141 -33.7112
H -24.0700 -17.0218 -35.1384
H -23.8282 -18.4785 -36.3829
H -22.6416 -19.7231 -36.0909
C -24.3658 -27.8737 -30.0545
O -23.4277 -27.5637 -29.3386
N -24.9008 -27.0128 -30.9148
N -24.9459 -28.9994 -30.1761
H -25.8901 -27.0917 -31.1021
H -24.3135 -26.2314 -31.1691
H -24.6513 -29.6820 -29.4925
H -25.7769 -28.9012 -30.7418
C -42.7623 -17.0679 -28.7814
O -43.1814 -15.9691 -29.0195
N -43.1740 -17.9729 -27.9795
N -41.7015 -17.4798 -29.4480
H -44.0676 -17.6474 -27.6393
H -42.9612 -18.9553 -27.8805
H -41.1772 -18.2839 -29.1337
H -41.2979 -16.7642 -30.0354
C -40.6126 -24.6551 -26.2714
O -40.7833 -25.6633 -26.9696
N -39.4149 -24.3667 -25.7587
N -41.5175 -23.7115 -26.1170
H -39.1148 -23.4307 -25.5264
H -38.6308 -24.9993 -25.8298
H -41.2815 -22.8521 -25.6418
H -42.4752 -23.7567 -26.4346
C -36.3919 -12.9201 -28.0650
O -35.6714 -12.8932 -27.1163
N -36.1422 -13.6432 -29.1461
N -37.6112 -12.4744 -28.1600
H -36.8258 -13.6272 -29.8894
H -35.4386 -14.3639 -29.0704
H -38.1601 -12.6732 -28.9842
H -38.0362 -11.9984 -27.3772
C -31.6864 -28.6815 -34.5715
O -30.5949 -29.2344 -34.5646
N -31.9140 -27.7372 -35.3756
N -32.8907 -29.2364 -34.2478
H -32.8311 -27.7772 -35.7967
H -31.1201 -27.5387 -35.9676
H -32.7378 -30.1839 -33.9334
H -33.7341 -28.6890 -34.1512
C -26.8774 -12.8662 -26.7476
C -28.3912 -12.4666 -26.7671
C -28.6878 -11.3840 -27.9220
O -28.5158 -11.8862 -29.2399
C -29.3042 -11.1668 -30.1695
N -29.2920 -13.6045 -26.9491
H -26.4424 -13.3641 -27.6142
H -26.6558 -13.5925 -25.9657
H -26.1908 -12.0534 -26.5108
H -28.5388 -12.1139 -25.7463
H -27.9227 -10.6152 -27.8140
H -29.7059 -11.0537 -27.7158
H -29.2811 -11.7215 -31.1075
H -28.9268 -10.1445 -30.1461
H -30.3221 -11.2667 -29.7926
H -29.0669 -13.9146 -27.8836
H -30.1813 -13.1763 -27.1633
*
```